C37H40BF4OPdS4Sb as an isolated structure, computed with ωB97M-V with the def2-TZVPD basis set.

E_LUMO (spin up / spin down) = 0.267 / -2.335 eV
2S+1 = 3
Expectation value of S² = 2.011
Total charge = 0
Calculated total energy = -105973.526 eV

Geometry as XYZ:
```
89
Properties=species:S:1:pos:R:3:forces:R:3
Sb 1.29394 0.99603 1.21639 -0.155 -0.342 -0.104
Pd 0.82518 -0.82702 -0.61931 0.712 -0.010 -0.208
S 1.60280 -2.77211 0.58497 0.050 0.037 0.120
S -1.34890 -4.34250 -1.15233 -0.035 0.152 -0.071
S -0.87410 -5.15275 2.38456 0.079 -0.017 0.053
S -5.01147 0.71089 -7.01036 0.101 0.014 -0.090
F 0.46423 1.91879 -1.68908 -0.176 -0.019 0.045
F 1.81364 0.27752 -2.54441 -0.071 -0.372 0.119
F 1.63074 2.27953 -3.65147 -0.105 -0.017 0.062
F 2.73806 2.15490 -1.63434 0.097 0.025 0.204
O -4.29250 3.21801 -6.48059 0.064 -0.088 0.101
C 3.97707 -0.44475 1.66181 -0.095 0.051 -0.120
C 1.18037 5.84705 1.14429 -0.042 0.070 -0.011
C 4.13456 -0.37063 0.17033 0.008 -0.016 -0.230
C -5.80653 2.98790 -8.30440 -0.023 -0.031 0.042
C 3.95680 3.28216 1.31387 0.075 -0.101 0.072
C 2.86244 0.08861 2.32071 0.150 -0.079 0.287
C -0.72404 -3.35328 2.13268 0.030 0.119 -0.103
C -0.96548 -1.09188 -1.34595 -0.463 0.189 -0.202
C -1.67561 -0.76950 -2.28385 -0.083 -0.015 0.032
C 3.65637 -0.82439 4.41959 0.033 0.012 -0.071
C 0.74307 -2.93320 2.16918 -0.084 -0.068 0.094
C -1.38408 0.06221 2.20014 -0.005 -0.084 -0.150
C 4.93356 -1.12065 2.41325 0.043 -0.065 -0.031
C 0.42091 -4.33310 -1.49672 0.151 -0.041 -0.021
C 1.34974 -4.34522 -0.28830 -0.144 -0.143 0.088
C 0.04224 5.06836 1.02466 0.067 -0.096 0.012
C -2.50582 -0.07228 3.00420 -0.006 -0.018 -0.064
C -2.71750 0.88929 -5.43644 -0.021 0.020 -0.099
C -4.93575 2.48449 -7.17672 -0.093 0.150 -0.112
C -0.36045 1.54662 3.80870 0.024 -0.012 -0.003
C -0.30464 0.85484 2.58966 -0.207 0.018 0.224
C -1.96221 0.52218 -4.33846 0.046 0.059 0.038
C -2.47146 -0.38113 -3.40383 -0.137 -0.143 0.114
C -1.49254 1.39343 4.60563 -0.019 -0.050 -0.008
C 0.16932 3.68749 1.03044 -0.109 0.122 -0.021
C -4.51735 -0.51640 -4.66287 0.008 0.007 0.046
C -3.75804 -0.89788 -3.57331 0.082 0.034 -0.065
C -1.57373 -5.90270 -0.26015 0.018 -0.156 0.133
C 0.72178 2.46596 4.31296 0.068 0.117 -0.041
C 1.41949 3.08894 1.14637 0.077 0.257 -0.065
C 2.70261 -0.13176 3.68832 0.006 0.015 0.119
C -2.55631 0.59476 4.21631 0.028 0.028 0.033
C 2.42323 5.24642 1.24754 0.093 -0.012 -0.020
C 4.78575 -1.30878 3.77720 -0.054 0.012 0.050
C 2.57862 3.86235 1.23424 -0.153 0.121 0.066
C -3.99893 0.37448 -5.60086 -0.104 -0.142 0.157
C -2.08662 -5.68970 1.16212 -0.195 -0.002 -0.095
B 1.65236 1.69495 -2.40420 0.253 0.264 -0.187
H 0.91424 2.27790 5.37044 -0.012 0.031 0.013
H -5.26733 3.77617 -8.82589 -0.027 0.015 -0.009
H 0.85883 -1.94305 2.61593 -0.041 -0.016 -0.055
H -1.17752 -3.08084 1.17954 -0.018 -0.004 0.056
H 5.17486 -0.51597 -0.11952 0.000 0.033 -0.021
H 4.69182 4.07298 1.45323 0.021 -0.008 0.010
H -3.33366 -0.68562 2.67178 -0.007 -0.002 0.022
H -2.93484 -5.00220 1.15791 0.035 0.014 0.031
H -3.42253 0.50094 4.85804 -0.015 0.001 0.005
H 1.82316 0.23041 4.20701 0.048 -0.054 -0.073
H 0.41548 3.50855 4.20757 -0.026 0.013 -0.002
H -0.93311 5.52335 0.92325 -0.024 -0.001 0.000
H 5.54341 -1.84377 4.33428 0.018 -0.003 0.007
H 1.10434 6.92667 1.14751 0.000 0.006 -0.001
H 3.78972 0.56297 -0.27382 0.056 0.133 0.041
H 0.57524 -3.44123 -2.10838 -0.011 -0.005 0.025
H 4.20083 2.76276 0.38900 0.007 -0.088 -0.100
H 0.67795 -5.19127 -2.12232 -0.067 -0.004 0.014
H -0.72785 3.08622 0.94000 0.018 -0.055 -0.018
H 4.06088 2.57786 2.14359 -0.024 -0.002 -0.040
H 3.51592 -0.97513 5.48131 0.004 -0.018 0.026
H -6.10139 2.20590 -9.00115 0.035 -0.044 0.016
H -0.97307 0.93658 -4.18889 0.012 -0.015 -0.024
H 3.30920 5.86441 1.32973 0.005 0.009 -0.004
H 0.99433 -5.04865 0.46603 0.058 -0.004 -0.013
H -2.30364 -6.50264 -0.80753 -0.007 0.043 -0.035
H 2.34801 -4.66769 -0.58628 0.012 0.075 -0.072
H 1.33288 -3.62198 2.77636 0.016 0.018 0.013
H -5.51691 -0.91300 -4.78254 -0.025 0.030 -0.056
H -1.53352 1.91824 5.55261 -0.019 0.010 0.025
H -1.35863 -0.44716 1.23863 0.002 0.045 0.080
H 5.80459 -1.52158 1.90882 0.007 0.001 -0.007
H -0.64388 -6.47328 -0.24712 0.021 0.042 -0.017
H -1.25874 -2.83467 2.92885 0.003 -0.065 0.022
H 1.66773 2.36472 3.78374 -0.039 -0.013 -0.031
H -4.14915 -1.59668 -2.84666 -0.012 -0.003 0.008
H -6.70604 3.41513 -7.85880 0.006 0.035 -0.024
H -2.46121 -6.63511 1.56079 0.035 -0.017 -0.002
H 3.55477 -1.16565 -0.32040 0.172 0.074 0.109
H -2.30996 1.57886 -6.15880 0.000 0.041 -0.039
```
Positions in Å, forces in eV/Å.

C37H40CaN6O7P as an isolated structure in a non-equilibrium geometry, computed with ωB97M-V with the def2-TZVPD basis set.

E_LUMO = 1.757 eV
2S+1 = 1
Total charge = -1
Calculated total energy = -90025.707 eV

Geometry as XYZ:
```
92
Properties=species:S:1:pos:R:3:forces:R:3
Ca -0.13382 0.75620 -1.03498 -0.638 0.673 0.550
P 0.60217 2.26557 1.68064 0.205 -0.469 -0.166
O 3.93749 1.08066 -5.98225 0.042 0.114 -0.023
O 3.64356 2.93501 -4.79143 -0.408 0.460 0.474
O 1.83135 3.61759 -3.03512 0.325 0.027 -0.340
O -2.28957 -2.39484 -2.24326 -0.084 -0.074 -0.114
O 1.66111 -0.31704 -0.78165 0.468 -0.820 0.057
O 0.92174 -0.89758 1.31610 -0.400 0.079 0.487
O 0.03955 2.76469 -2.01823 -0.008 0.374 -0.118
N -1.57926 0.18885 2.40418 0.373 -0.726 -0.581
N 1.79098 -0.16540 -4.95570 -0.087 0.091 0.096
N -2.71510 0.88900 -0.69894 0.060 -0.277 0.020
N -1.14043 -1.24157 -0.58636 0.194 -0.210 0.108
N 0.25419 0.37407 -3.49167 0.267 0.751 0.093
N 2.23261 -2.87268 3.45174 -0.014 -0.052 0.066
C 0.12959 4.72424 0.56015 0.035 0.089 -0.013
C 0.30084 6.08409 0.34643 0.025 -0.030 0.028
C 2.46080 -2.34703 0.06835 0.104 -0.096 0.166
C -0.49816 2.24202 3.14182 -0.120 0.039 0.067
C 0.93626 -3.33780 2.86149 0.179 0.100 0.016
C 4.52173 1.13525 1.94114 0.004 -0.033 0.036
C 1.26181 -1.35097 0.06960 -0.225 0.072 -0.212
C 3.88266 -3.77556 -1.30220 0.079 -0.057 -0.034
C -1.34065 3.34068 5.14959 -0.037 -0.088 -0.045
C 4.77437 1.05011 3.30625 -0.061 -0.076 -0.021
C 4.69070 -4.07715 -0.20935 0.000 -0.009 -0.049
C 3.31092 1.72746 -5.16341 -0.219 -0.342 0.116
C 1.91939 4.75098 2.15976 0.066 0.008 -0.015
C 3.25282 1.44730 1.48059 0.023 0.024 -0.184
C -1.44795 1.20538 3.30143 0.117 0.342 0.263
C -2.27157 2.31766 5.30216 -0.040 0.084 0.094
C 2.10554 1.10629 -4.54466 0.033 0.009 -0.036
C 3.73558 1.25089 4.20376 0.006 0.067 -0.016
C -3.08820 -0.24581 -1.56169 -0.047 -0.288 0.065
C -0.47899 3.28419 4.06779 0.050 0.035 0.030
C 2.21930 1.71830 2.37540 -0.181 -0.053 0.111
C 0.00622 -2.14150 -0.50851 -0.175 -0.101 0.002
C 2.80916 -2.92257 -1.15936 -0.024 0.058 0.023
C 2.97681 -4.02677 4.00902 -0.017 0.218 -0.061
C -2.32570 1.27673 4.40150 0.064 -0.003 -0.088
C -2.09112 -1.43070 -1.47557 0.080 0.024 0.157
C 0.99298 2.71526 -2.83018 0.159 -0.040 -0.366
C 4.39174 -3.49862 1.00556 -0.041 0.043 0.041
C 3.28287 -2.65464 1.16363 0.023 0.027 -0.164
C 2.46643 1.58933 3.73859 0.043 0.009 0.041
C 0.68404 -0.56571 -4.29693 -0.108 -0.390 0.023
C 2.09533 6.10868 1.94145 0.039 0.018 0.046
C 1.13759 1.43369 -3.62554 0.075 0.107 -0.213
C 0.92764 4.04770 1.48051 -0.028 0.138 -0.005
C 1.28195 6.77871 1.03962 -0.064 0.025 -0.065
C 0.05182 -1.90246 -4.45683 0.039 0.000 -0.059
C 3.08181 -2.01564 2.50032 -0.144 -0.109 0.191
H 5.04774 -3.66779 1.85464 0.023 -0.001 0.018
H 2.51355 -1.09343 2.38613 -0.017 0.085 -0.092
H -4.07495 -0.67056 -1.33397 -0.008 0.120 -0.029
H -0.75730 -0.22519 1.90121 -0.115 0.329 0.100
H 2.34112 -0.67034 -5.63033 0.025 -0.008 -0.018
H 2.32513 -4.56426 4.69528 0.053 -0.025 0.008
H 0.23345 4.08735 3.91759 -0.049 -0.018 0.056
H 3.25836 -4.66623 3.17624 0.027 -0.027 0.032
H -0.31991 -2.03297 -5.47548 -0.029 -0.010 -0.004
H -2.96955 2.33403 6.13176 0.009 0.011 0.000
H 1.16850 -4.18035 2.21432 -0.068 0.006 -0.053
H 0.77299 -2.69845 -4.26125 0.025 -0.004 0.014
H -3.06216 0.49059 4.52655 -0.008 -0.023 0.003
H -0.59477 4.18063 -0.03250 0.005 -0.040 0.019
H -0.31506 6.58503 -0.38880 0.010 0.047 0.003
H 3.05666 1.43824 0.41416 -0.064 0.002 0.012
H 2.56746 4.22873 2.85412 0.000 0.028 -0.002
H -1.29794 4.16885 5.84358 -0.011 0.006 0.023
H 4.11556 -4.18716 -2.27699 -0.001 -0.023 -0.008
H -3.11113 0.09522 -2.59850 0.021 -0.059 -0.020
H 1.67227 1.77080 4.45252 -0.024 0.003 -0.011
H 2.22654 -2.64328 -2.02511 -0.010 0.020 -0.036
H 5.55423 -4.72099 -0.31744 0.009 -0.006 0.001
H 3.91346 1.18210 5.27128 0.005 -0.019 -0.002
H 2.01166 -2.23930 4.21919 -0.078 0.007 -0.070
H -0.21048 -2.97876 0.17674 0.055 0.004 -0.018
H 2.87510 6.64169 2.47209 0.000 0.007 -0.007
H 2.96843 3.29601 -4.09233 0.131 -0.297 -0.195
H -2.26845 -0.50532 2.64457 0.023 -0.028 -0.003
H 0.21793 -2.59642 -1.48293 -0.011 0.052 -0.032
H 0.30773 -3.65553 3.69269 -0.095 -0.009 -0.078
H 5.76895 0.81030 3.66256 0.012 -0.002 0.016
H 5.30942 0.93824 1.22528 0.027 0.000 -0.003
H -3.38715 1.64222 -0.76448 -0.010 0.001 -0.049
H 4.01648 -1.87638 3.04357 0.087 0.043 -0.077
H -2.67902 0.57132 0.26679 0.037 0.081 0.013
H -0.77726 -2.00798 -3.75429 0.016 -0.029 -0.042
H 3.86554 -3.66340 4.52098 0.012 -0.060 0.019
H 0.54032 -2.49122 2.27223 -0.026 0.056 0.032
H 1.42709 7.83644 0.85964 0.004 0.017 0.001
```
Positions in Å, forces in eV/Å.

Asked for energy relative to the best compared isomer or geometry (same formula, charge and spin) across the records above, the calculation gives 0.387; 1.374 eV in order.